Computed, not measured: a cluster of 2 separate species, C7H9Br in total at a distorted geometry, with wB97M-V/def2-TZVPD.

XYZ file:
```
17
Properties=species:S:1:pos:R:3:forces:R:3:nbo_charge:R:1
C -0.779 1.246 -2.106 0.463 -0.942 1.424 -0.33
C -0.142 0.390 -1.304 -2.434 1.256 -0.364 -0.28
C -0.757 -0.388 -0.257 -1.591 -1.379 -0.264 0.02
Br -2.789 -0.357 -0.050 1.666 0.376 -0.234 -0.05
C -0.202 -1.369 0.447 -0.575 -0.569 0.071 -0.21
C 1.203 -1.861 0.374 2.286 3.711 1.890 -0.66
H -0.397 1.885 -2.830 1.349 0.632 -1.133 0.20
H -1.775 1.459 -1.909 -1.981 -0.073 0.197 0.19
H 0.881 0.334 -1.311 2.508 -0.450 -0.271 0.21
H -0.903 -1.911 1.112 0.814 0.243 -0.323 0.23
H 1.315 -2.837 0.619 -0.273 -3.408 0.007 0.23
H 1.878 -1.599 -0.455 -0.883 -0.070 -0.155 0.22
H 1.873 -1.493 1.286 -1.542 0.081 -1.404 0.22
C 0.625 1.929 1.362 -1.668 -1.597 1.720 -0.26
C -0.326 1.313 1.830 1.913 2.171 -1.168 -0.22
H 1.593 2.307 1.140 -0.018 0.216 -0.227 0.23
H -1.300 0.952 2.051 -0.034 -0.198 0.232 0.24
```
Positions in Å, forces in eV/Å.

Its HOMO energy is -0.3197 Eh. For the HOMO-LUMO gap, the calculation gives 9.30 eV. The SMILES is C=C/C(Br)=C\C.C#C. The value obtained for the energy above the lowest of the compared OMol25 structures with the same formula, charge and spin is 91.0 kcal per mole.

---

Computed, not measured: a structure of composition C5H10NO7Rb at a distorted geometry, with wB97M-V/def2-TZVPD.

XYZ file:
```
24
Properties=species:S:1:pos:R:3:forces:R:3:nbo_charge:R:1
Rb 2.396 19.228 -5.373 0.473 0.386 0.205 0.99
C -0.769 14.174 -8.836 -0.417 -0.014 -0.976 -0.74
C 0.150 14.960 -9.744 2.556 -0.700 0.523 0.69
O 1.346 14.869 -9.839 -2.374 0.177 0.021 -0.39
N -0.483 16.078 -10.567 0.395 1.293 0.996 -0.58
H 0.003 16.210 -11.443 0.396 -0.490 -0.490 0.46
H -1.471 15.941 -10.731 -0.305 -0.227 -0.271 0.44
C -0.344 17.441 -9.827 -0.649 -0.424 -0.397 -0.41
H -0.516 13.115 -8.900 0.424 0.129 0.182 0.29
H -1.797 14.215 -9.195 -0.122 0.266 0.182 0.23
H -0.717 14.514 -7.802 0.133 0.042 -0.099 0.28
H 0.544 17.475 -9.197 -0.117 -0.371 -0.161 0.25
H -1.287 17.521 -9.285 0.356 0.367 0.235 0.22
H -0.267 18.214 -10.592 -0.101 -0.089 0.112 0.25
O 4.625 18.557 -10.935 -1.854 2.047 -1.678 -0.72
C 5.403 17.855 -10.142 3.290 -4.416 0.302 0.91
O 5.263 17.951 -8.926 -1.574 1.669 3.058 -0.86
O 6.189 17.036 -10.643 -0.023 0.308 -1.320 -0.78
H 4.223 19.139 -10.286 -0.398 0.442 -0.107 0.46
O 2.638 23.159 -3.417 0.149 -0.124 -1.915 -0.76
C 2.177 23.367 -2.190 -0.628 -0.797 6.902 0.88
O 2.624 22.754 -1.212 1.795 -1.758 -0.479 -0.79
O 1.257 24.183 -1.987 -1.100 1.456 -2.541 -0.82
H 1.977 23.808 -3.672 -0.304 0.829 -2.287 0.49
```
Positions in Å, forces in eV/Å.

Its HOMO energy is -0.2139 Eh. For the HOMO-LUMO gap, the calculation gives 2.92 eV. The value obtained for the energy above the lowest of the compared OMol25 structures with the same formula, charge and spin is 110.7 kcal per mole.